DFT (ωB97M-V/def2-TZVPD) results for a structure of composition C41H39AsF6IrNO6S2SbSi in a non-equilibrium geometry.

```
! wB97M-V def2-TZVPD RIJCOSX def2/J DEFGRID3
* xyz 1 5
Ir -0.37954 -1.04827 -0.27814
F -1.43602 -3.82845 3.88185
C -1.11560 -2.55681 4.07623
F -2.16003 -1.86455 4.49171
F -0.17137 -2.49943 5.00871
S -0.39640 -1.78636 2.50965
O -1.16832 -0.57647 2.35966
O 1.00203 -1.75270 2.77562
N -0.72740 -2.77325 1.28160
S -2.30030 -2.79161 0.91447
O -2.61714 -1.87202 -0.16816
O -3.14562 -2.78095 2.05305
C -2.33884 -4.43933 0.06162
F -1.58294 -4.30486 -1.03619
F -3.56960 -4.75026 -0.28635
F -1.82991 -5.38557 0.82861
C -2.84751 4.17738 -3.64722
C -1.86719 3.20231 -3.75474
C -1.65610 2.31360 -2.70899
C -2.43844 2.40036 -1.56543
C -3.42500 3.37232 -1.45652
C -3.62519 4.26412 -2.49990
Sb -2.05228 1.13913 0.14417
C -4.03848 0.77883 0.79395
C -5.06198 0.67051 -0.14067
C -6.35564 0.41543 0.28828
C -6.62059 0.25593 1.64211
C -5.59199 0.33999 2.56933
C -4.29505 0.59290 2.14831
C -1.40737 2.70444 1.45810
C -0.05821 3.03172 1.52460
C 0.35924 4.08216 2.32943
C -0.57087 4.81197 3.05589
C -1.91784 4.48868 2.98131
C -2.34061 3.43190 2.18712
H -3.00820 4.87461 -4.45881
H -1.26978 3.13472 -4.65523
H -0.88764 1.55086 -2.78292
H -4.03558 3.43578 -0.56316
H -4.38788 5.02716 -2.41564
H -4.85659 0.79882 -1.19721
H -7.15873 0.34191 -0.43306
H -7.63138 0.05918 1.97389
H -5.79741 0.20731 3.62351
H -3.48647 0.64244 2.86825
H 0.67056 2.46922 0.95640
H 1.41275 4.32508 2.38920
H -0.24654 5.62911 3.68673
H -2.64451 5.05694 3.54719
H -3.39438 3.18658 2.13194
O 1.04216 0.18331 0.81814
As 2.60911 -0.40664 0.84759
C 2.94129 -2.27116 0.49365
C 2.64474 -2.73291 -0.78691
C 3.02549 -4.01344 -1.15320
C 3.72467 -4.81158 -0.25780
C 4.01389 -4.34520 1.01728
C 3.61597 -3.07395 1.40310
C 3.59481 0.18242 2.39510
C 2.96656 0.96326 3.35552
C 3.68416 1.38704 4.46344
C 5.01754 1.03105 4.60470
C 5.64599 0.26487 3.63195
C 4.93788 -0.16225 2.52073
C 3.40246 0.43849 -0.71314
C 4.73028 0.21819 -1.06650
C 5.24708 0.81982 -2.20202
C 4.44434 1.63975 -2.98391
C 3.11867 1.85212 -2.63764
C 2.59597 1.24918 -1.50309
H 2.12704 -2.08771 -1.49007
H 2.80846 -4.38048 -2.14786
H 4.05474 -5.79787 -0.55497
H 4.56936 -4.96494 1.70857
H 3.80803 -2.71116 2.40501
H 1.92082 1.22217 3.23143
H 3.20278 1.99144 5.22050
H 5.57340 1.35273 5.47515
H 6.68866 -0.00135 3.74219
H 5.42503 -0.76425 1.76458
H 5.35542 -0.43164 -0.46678
H 6.28020 0.65196 -2.47620
H 4.85468 2.11475 -3.86520
H 2.49421 2.49016 -3.24933
H 1.55643 1.39459 -1.23757
C 0.02743 -3.17595 -4.08448
Si -0.40482 -1.36155 -3.76652
C -2.27271 -1.12585 -3.98514
C 0.59452 -0.21940 -4.89213
O -0.01430 -0.97291 -2.23617
H -0.27129 -3.47834 -5.08861
H -0.48634 -3.81097 -3.36074
H 1.10322 -3.33460 -3.98214
H -2.60438 -1.49076 -4.95782
H -2.55270 -0.07565 -3.89112
H -2.78729 -1.69160 -3.20380
H 0.50863 -0.51709 -5.93815
H 1.64893 -0.25473 -4.60886
H 0.25873 0.81612 -4.80494
*
```

Properties
**Strongest force on any atom**: 3.29 eV Å⁻¹
**HOMO-LUMO gap (alpha / beta)**: 8.80 / 6.66 eV
**Energy**: -172984.2249 eV
**HOMO energy (alpha / beta)**: -10.79 / -11.57 eV